1.
15
Properties=species:S:1:pos:R:3:nbo_charge:R:1 method="wB97M-V/def2-TZVPD" e_above_lowest_kj_mol=669.4 homo_lumo_gap_ev="9.0 / 9.0" smiles="CN(C)N(N)N=O" charge=0 energy_ev=-10205.6748 spin_multiplicity=1
C -0.89 -1.35 0.35 -0.40
C 0.55 -0.53 -1.37 -0.42
N 1.27 0.94 1.35 0.21
N -0.65 2.07 0.53 -0.65
N -0.38 -0.18 -0.30 -0.30
N -0.01 0.87 0.55 -0.03
O 1.90 -0.09 1.50 -0.36
H -1.23 -2.08 -0.29 0.20
H -0.14 -1.83 0.83 0.19
H -1.79 -0.96 1.03 0.21
H 1.35 -1.38 -1.11 0.19
H -0.13 -0.89 -2.24 0.21
H 1.08 0.41 -1.46 0.21
H -0.26 2.80 1.10 0.39
H -0.66 2.22 -0.48 0.35

=====

2.
15
Properties=species:S:1:pos:R:3:nbo_charge:R:1 method="wB97M-V/def2-TZVPD" e_above_lowest_kj_mol=473.6 homo_lumo_gap_ev=9.5 charge=0 energy_ev=-10207.7040 spin_multiplicity=1
C 1.57 -0.99 0.30 -0.42
C -0.53 -0.15 -0.31 0.50
H 1.33 -1.65 1.25 0.19
H 2.50 -1.25 -0.25 0.22
H 1.68 0.10 0.81 0.21
H 0.15 -1.76 -1.16 0.40
H -1.79 -1.44 0.56 0.35
H -2.39 0.95 -0.04 0.49
H 0.38 2.83 0.46 0.36
H 1.42 1.85 -0.32 0.34
N 0.48 -0.92 -0.70 -0.64
N -1.83 -0.87 -0.31 -0.34
N -0.54 1.09 0.00 -0.42
N 0.47 2.12 -0.38 -0.64
O -2.92 0.09 0.08 -0.60

=====

3.
17
Properties=species:S:1:pos:R:3:nbo_charge:R:1 method="wB97M-V/def2-TZVPD" e_above_lowest_kj_mol=323.6 homo_lumo_gap_ev=7.7 charge=+1 energy_ev=-12909.3570 spin_multiplicity=1
Rb 3.04 -1.37 -3.48 1.00
C 2.20 -2.56 3.49 0.74
O 2.27 -2.86 2.29 -0.71
N 2.90 -1.61 4.05 -0.82
N 1.52 -3.13 4.34 -0.79
H 3.09 -1.88 5.01 0.38
H 3.65 -1.30 3.46 0.40
H 0.86 -3.79 3.96 0.40
H 1.16 -2.61 5.13 0.39
C -2.26 2.36 -3.22 0.75
O -1.53 1.69 -2.57 -0.68
N -2.49 2.05 -4.45 -0.81
N -2.83 3.48 -2.94 -0.83
H -3.31 2.50 -4.82 0.38
H -2.13 1.15 -4.72 0.40
H -2.52 3.96 -2.11 0.41
H -3.62 3.91 -3.41 0.40

=====

Q: Look up the charge of the first one.
A: 0

=====

Q: Among the records above, which one has the highest charge?
A: C2H8N4O2Rb